No. 1
Here is a 10-piece molecular cluster, C29H78O28S10 overall in a non-equilibrium geometry from OMol25. Energies are from ωB97M-V with the def2-TZVPD basis set.

The geometry in ORCA input format:
```
! RIJCOSX wB97M-V def2-TZVPD def2/J DEFGRID3
* xyz 0 1
C 13.44 10.28 16.60
S 13.22 11.18 14.97
O 14.52 11.92 14.82
C 13.24 9.75 13.83
H 12.68 9.53 16.82
H 13.45 11.05 17.40
H 14.42 9.85 16.50
H 14.32 9.57 13.74
H 12.84 10.03 12.88
H 12.70 8.88 14.30
O 9.81 21.13 17.58
S 8.49 20.94 18.07
O 8.30 20.17 19.31
O 7.96 22.39 18.40
C 8.09 23.44 17.41
C 6.72 23.99 17.10
C 7.32 20.32 16.90
H 8.58 23.04 16.48
H 8.76 24.14 17.95
H 6.75 24.97 16.56
H 6.20 24.17 18.05
H 6.14 23.23 16.53
H 7.52 19.31 16.54
H 7.17 21.00 16.08
H 6.37 20.31 17.45
O 12.63 13.44 17.93
S 12.21 14.05 19.16
O 11.11 14.98 19.09
O 11.81 12.85 19.99
C 11.22 13.07 21.32
C 10.15 12.03 21.55
C 13.65 14.66 19.92
H 10.84 14.08 21.27
H 12.12 13.07 22.00
H 10.58 11.02 21.47
H 9.31 12.08 20.85
H 9.69 12.16 22.54
H 14.08 15.48 19.32
H 14.19 13.73 19.99
H 13.50 15.14 20.91
O 11.98 14.44 24.12
S 12.02 15.84 23.79
O 13.22 16.36 23.24
O 10.81 16.04 22.82
C 10.56 17.29 22.17
C 9.14 17.40 21.69
C 11.61 16.71 25.23
H 11.25 17.35 21.30
H 10.78 18.05 22.94
H 8.52 16.94 22.45
H 9.05 16.79 20.78
H 8.86 18.41 21.41
H 12.12 16.16 26.02
H 10.59 16.36 25.38
H 11.69 17.77 25.20
O 8.06 21.70 13.97
S 7.45 21.07 12.80
O 6.74 21.89 11.92
O 8.49 20.32 11.85
C 9.49 19.46 12.56
C 10.39 18.90 11.53
C 6.41 19.69 13.22
H 8.96 18.68 13.10
H 10.06 20.05 13.30
H 9.89 18.44 10.66
H 11.01 18.14 11.91
H 11.11 19.66 11.23
H 5.75 19.51 12.41
H 5.86 20.09 14.07
H 6.99 18.82 13.52
O 13.96 17.37 18.36
S 14.29 18.62 17.67
O 15.60 19.13 17.77
O 13.93 18.29 16.23
C 14.32 19.21 15.12
C 13.88 18.70 13.77
C 13.08 19.71 18.21
H 15.43 19.33 15.22
H 13.86 20.14 15.40
H 14.10 17.69 13.47
H 14.37 19.46 13.13
H 12.77 18.71 13.68
H 13.35 20.76 18.16
H 12.81 19.41 19.20
H 12.17 19.44 17.65
O 15.52 15.44 9.04
S 15.79 16.24 10.19
O 16.15 17.62 10.11
O 14.49 16.27 11.11
C 13.69 15.10 11.30
C 12.29 15.44 10.68
C 16.81 15.20 11.20
H 13.66 15.02 12.38
H 14.12 14.23 10.76
H 11.56 14.61 10.77
H 12.47 15.81 9.67
H 11.93 16.28 11.27
H 17.83 15.32 10.87
H 16.39 14.18 11.18
H 16.64 15.54 12.21
O 8.15 14.07 17.72
S 8.02 12.85 16.94
O 6.75 12.15 17.09
O 8.28 13.02 15.41
C 7.24 13.84 14.82
C 7.01 13.46 13.36
C 9.34 11.84 17.40
H 7.62 14.87 14.88
H 6.32 13.67 15.39
H 6.73 12.42 13.24
H 7.99 13.55 12.81
H 6.36 14.10 12.85
H 9.21 10.81 17.14
H 9.44 12.02 18.48
H 10.30 12.23 17.04
O 10.93 18.37 15.45
S 9.86 17.51 15.83
O 8.54 17.77 15.40
O 10.20 16.10 15.30
C 11.54 15.59 15.61
C 11.97 14.97 14.30
C 9.93 17.33 17.59
H 11.38 14.81 16.40
H 12.29 16.33 15.90
H 11.16 14.39 13.82
H 12.90 14.42 14.38
H 12.20 15.77 13.61
H 9.89 18.31 18.06
H 10.99 17.05 17.80
H 9.23 16.51 17.85
O 15.76 15.84 13.91
S 16.41 15.51 15.14
O 17.62 14.76 15.13
O 16.73 16.96 15.79
C 17.93 17.08 16.64
C 17.86 16.26 17.86
C 15.23 14.71 16.25
H 18.06 18.13 16.77
H 18.72 16.73 16.00
H 17.08 16.62 18.56
H 18.84 16.31 18.34
H 17.76 15.24 17.56
H 15.86 14.33 17.07
H 14.77 13.85 15.72
H 14.49 15.40 16.62
*
```

HOMO-LUMO gap	9.481	eV

No. 2
Here is a 13-piece molecular cluster, C4H24BO20 overall in a non-equilibrium geometry from OMol25. Energies are from ωB97M-V with the def2-TZVPD basis set.

The geometry in ORCA input format:
```
! RIJCOSX wB97M-V def2-TZVPD def2/J DEFGRID3
* xyz -2 2
O -0.65 -2.36 1.54
C -0.24 -1.39 0.96
O -0.66 -0.86 -0.17
B 0.19 0.30 -0.57
O 1.07 0.52 0.62
C 0.89 -0.49 1.55
O 1.41 -0.64 2.60
O -0.69 1.50 -0.86
C -0.27 1.98 -2.07
O -0.67 2.96 -2.72
C 0.82 1.09 -2.64
O 0.97 0.08 -1.78
O 1.36 1.32 -3.72
O 0.95 5.73 -3.03
H 0.83 5.18 -3.80
H 0.07 6.03 -2.80
O -3.18 4.01 -3.69
H -3.64 3.45 -4.31
H -2.26 3.73 -3.74
O 1.24 -5.40 1.81
H 1.63 -6.03 2.42
H 0.84 -4.74 2.37
O -3.04 -2.55 4.10
H -3.84 -2.93 3.73
H -2.83 -1.82 3.52
O -3.41 2.19 0.64
H -3.28 2.50 1.54
H -2.55 1.86 0.37
O 3.92 -1.41 -2.86
H 3.25 -0.95 -3.36
H 3.43 -2.00 -2.29
O -3.56 -1.10 0.78
H -3.31 -0.48 1.48
H -3.63 -0.56 0.00
O 0.30 -3.71 3.88
H -0.04 -4.17 4.64
H 0.01 -2.81 3.99
O 3.26 1.33 3.35
H 2.94 2.05 2.81
H 2.46 0.92 3.69
O 4.69 -0.94 2.34
H 4.13 -0.16 2.35
H 4.15 -1.62 1.94
O 1.05 4.32 -5.39
H 1.84 4.12 -5.89
H 0.74 3.47 -5.09
O -2.30 -4.17 0.38
H -1.48 -3.68 0.43
H -2.90 -3.68 0.95
*
```

HOMO-LUMO gap (alpha / beta)	2.584 / 6.593	eV
expectation value of S²	0.753

No. 3
Here is C10H17AlF11N3O3S as an isolated structure in a non-equilibrium geometry from OMol25. Energies are from ωB97M-V with the def2-TZVPD basis set.

The geometry in ORCA input format:
```
! RIJCOSX wB97M-V def2-TZVPD def2/J DEFGRID3
* xyz 0 1
C 3.35 -1.62 1.19
O 4.26 -1.44 0.11
C 4.09 -0.22 -0.56
C 2.99 -0.32 -1.63
C 2.08 0.93 -1.66
C 0.62 0.56 -1.98
C -0.32 1.75 -1.87
N -0.96 2.01 -0.52
C -0.70 3.26 0.00
N -1.66 4.22 -0.19
N 0.47 3.53 0.62
S -0.68 0.96 0.77
O 0.69 0.68 1.07
O -1.33 1.66 1.85
C -1.58 -0.67 0.53
F -0.72 -1.63 0.18
F -2.03 -0.94 1.74
C -2.80 -0.64 -0.43
F -2.56 0.08 -1.54
F -3.84 -0.13 0.22
C -3.19 -2.09 -0.89
F -3.25 -2.94 0.12
F -2.37 -2.51 -1.86
F -4.42 -1.97 -1.44
H 2.72 -0.75 1.34
H 3.92 -1.82 2.09
H 2.71 -2.47 1.00
H 5.04 0.00 -1.05
H 3.88 0.61 0.11
H 2.36 -1.17 -1.40
H 3.41 -0.46 -2.62
H 2.39 1.54 -2.51
H 2.16 1.54 -0.77
H 0.31 -0.33 -1.43
H 0.62 0.28 -3.03
H 0.23 2.64 -2.17
H -1.11 1.66 -2.60
H -2.02 4.56 0.70
H -1.15 5.02 -0.59
H 0.54 3.62 1.62
H 1.31 3.54 0.06
F -1.20 -3.57 2.88
Al -2.70 -4.12 3.50
F -2.46 -4.87 4.99
F -3.38 -5.21 2.39
F -3.73 -2.77 3.67
*
```

HOMO-LUMO gap	5.287	eV

Copy entry 2 word for word.
Here is a 13-piece molecular cluster, C4H24BO20 overall in a non-equilibrium geometry from OMol25. Energies are from ωB97M-V with the def2-TZVPD basis set.

The geometry in ORCA input format:
```
! RIJCOSX wB97M-V def2-TZVPD def2/J DEFGRID3
* xyz -2 2
O -0.65 -2.36 1.54
C -0.24 -1.39 0.96
O -0.66 -0.86 -0.17
B 0.19 0.30 -0.57
O 1.07 0.52 0.62
C 0.89 -0.49 1.55
O 1.41 -0.64 2.60
O -0.69 1.50 -0.86
C -0.27 1.98 -2.07
O -0.67 2.96 -2.72
C 0.82 1.09 -2.64
O 0.97 0.08 -1.78
O 1.36 1.32 -3.72
O 0.95 5.73 -3.03
H 0.83 5.18 -3.80
H 0.07 6.03 -2.80
O -3.18 4.01 -3.69
H -3.64 3.45 -4.31
H -2.26 3.73 -3.74
O 1.24 -5.40 1.81
H 1.63 -6.03 2.42
H 0.84 -4.74 2.37
O -3.04 -2.55 4.10
H -3.84 -2.93 3.73
H -2.83 -1.82 3.52
O -3.41 2.19 0.64
H -3.28 2.50 1.54
H -2.55 1.86 0.37
O 3.92 -1.41 -2.86
H 3.25 -0.95 -3.36
H 3.43 -2.00 -2.29
O -3.56 -1.10 0.78
H -3.31 -0.48 1.48
H -3.63 -0.56 0.00
O 0.30 -3.71 3.88
H -0.04 -4.17 4.64
H 0.01 -2.81 3.99
O 3.26 1.33 3.35
H 2.94 2.05 2.81
H 2.46 0.92 3.69
O 4.69 -0.94 2.34
H 4.13 -0.16 2.35
H 4.15 -1.62 1.94
O 1.05 4.32 -5.39
H 1.84 4.12 -5.89
H 0.74 3.47 -5.09
O -2.30 -4.17 0.38
H -1.48 -3.68 0.43
H -2.90 -3.68 0.95
*
```

HOMO-LUMO gap (alpha / beta)	2.584 / 6.593	eV
expectation value of S²	0.753